Formula: C12H25O3S
Source: OMol25
Level of theory: ωB97M-V/def2-TZVPD

Geometry as XYZ:
```
41
Properties=species:S:1:pos:R:3:forces:R:3:nbo_charge:R:1
C 4.633 -1.237 0.500 -0.050 0.137 -0.083 -0.61
C 4.129 -0.120 -0.431 -0.111 -0.149 0.189 -0.40
C 2.609 -0.151 -0.688 0.057 0.045 0.052 -0.40
C 1.953 1.229 -0.649 0.098 0.106 0.180 -0.40
C 1.657 1.744 0.775 -0.052 -0.096 -0.076 -0.40
C 0.307 2.460 0.865 0.095 -0.050 -0.047 -0.39
C -0.861 1.461 0.869 -0.126 -0.076 -0.140 -0.40
C -2.063 1.838 -0.022 0.052 0.121 -0.054 -0.41
C -2.340 0.876 -1.187 -0.091 -0.099 -0.032 -0.39
C -3.368 -0.244 -0.931 0.074 0.239 0.022 -0.41
C -3.291 -0.949 0.419 0.080 -0.253 -0.004 -0.41
C -2.077 -1.855 0.627 -0.005 0.051 0.106 -0.69
S -2.112 -3.452 -0.227 -0.099 0.078 0.050 2.41
O -2.801 -3.215 -1.495 0.054 0.030 -0.064 -1.05
O -2.852 -4.326 0.677 -0.031 -0.028 0.005 -1.04
O -0.701 -3.792 -0.374 0.025 -0.046 0.022 -1.04
H 5.609 -1.606 0.186 0.042 -0.033 0.048 0.20
H 4.731 -0.881 1.526 -0.059 -0.025 0.047 0.20
H 3.939 -2.077 0.514 0.039 -0.082 -0.067 0.22
H 4.657 -0.195 -1.381 0.002 0.156 -0.067 0.19
H 4.383 0.848 0.008 0.126 0.034 -0.063 0.19
H 2.407 -0.616 -1.654 0.024 -0.101 0.004 0.21
H 2.139 -0.789 0.064 -0.122 -0.019 -0.050 0.21
H 2.618 1.948 -1.137 -0.108 0.024 -0.179 0.19
H 1.023 1.220 -1.221 -0.030 -0.088 0.004 0.21
H 1.632 0.886 1.452 0.056 0.043 0.119 0.20
H 2.457 2.402 1.119 0.061 -0.015 0.017 0.19
H 0.291 3.089 1.757 -0.108 0.061 0.003 0.19
H 0.204 3.126 0.002 0.058 0.083 0.023 0.19
H -1.200 1.290 1.892 0.082 -0.037 0.064 0.20
H -0.474 0.503 0.521 -0.013 -0.032 0.026 0.21
H -1.876 2.830 -0.444 -0.009 0.041 0.045 0.19
H -2.966 1.940 0.584 -0.068 0.008 -0.002 0.20
H -2.717 1.468 -2.026 0.017 -0.066 -0.078 0.19
H -1.403 0.435 -1.540 0.084 0.032 0.106 0.20
H -3.261 -1.000 -1.706 -0.059 -0.056 -0.084 0.26
H -4.368 0.191 -1.046 -0.025 -0.005 0.101 0.18
H -4.184 -1.568 0.541 -0.029 0.008 -0.014 0.22
H -3.318 -0.216 1.231 -0.007 0.058 0.015 0.18
H -1.139 -1.380 0.348 -0.012 0.039 -0.148 0.21
H -2.005 -2.116 1.684 0.089 -0.038 0.003 0.22
```
Positions in Å, forces in eV/Å.

Net charge ... -1
Energy relative to the best compared isomer or geometry (same formula, charge and spin) ... 0.0 kcal per mole
Frontier orbital gap ... 7.881 eV
HOMO level ... -4.854 eV
SMILES string ... CCCCCCCCCCCCS(=O)(=O)[O-]
Lowest unoccupied orbital energy ... 3.0 eV



Formula: C12H26AlN4O7
Source: OMol25
Level of theory: ωB97M-V/def2-TZVPD

Geometry as XYZ:
```
50
Properties=species:S:1:pos:R:3:forces:R:3:nbo_charge:R:1
O 1.099 3.798 0.836 -1.874 1.301 -3.824 -0.75
H 0.908 4.722 0.345 1.264 -1.953 2.125 0.52
Al -0.314 0.138 -0.403 -0.018 2.287 3.068 1.75
N -1.806 1.050 0.606 0.473 0.606 2.483 -0.14
N 0.446 0.368 1.442 -2.052 1.242 0.087 -0.24
N -0.975 -0.269 -2.109 -0.336 -1.493 -3.818 -0.23
N 1.203 -0.839 -1.120 1.191 -0.750 -1.222 -0.20
O -2.974 1.113 0.121 -1.164 0.208 -1.569 -0.60
O -2.294 -0.179 -2.483 0.137 0.612 0.475 -0.52
O 2.374 -0.985 -0.410 -1.538 -0.081 -1.373 -0.53
O 1.582 -0.169 1.786 1.762 -0.847 0.061 -0.65
C -0.269 1.047 2.335 2.024 -2.381 -1.463 0.18
C -1.592 1.386 1.890 -0.277 0.593 -1.598 0.06
C -0.156 -0.831 -2.998 -1.315 1.041 1.233 0.26
C 1.147 -1.125 -2.416 1.745 0.109 3.563 0.21
C -2.569 2.115 2.768 -0.381 -0.120 -0.038 -0.67
H -2.339 3.201 2.838 -0.081 -0.574 -0.127 0.22
H -2.592 1.726 3.805 0.041 0.096 -0.593 0.22
H -3.566 1.998 2.323 0.204 0.139 0.199 0.26
C 0.242 1.011 3.722 -0.057 0.395 1.189 -0.67
H 1.304 1.321 3.819 -0.649 -0.173 -0.264 0.24
H 0.199 -0.036 4.109 0.048 0.673 -0.277 0.24
H -0.379 1.647 4.374 0.322 -0.275 -0.133 0.22
C -0.429 -1.153 -4.428 -0.004 -0.100 -0.387 -0.69
C 2.325 -1.829 -2.990 0.376 -0.381 -0.446 -0.69
H -1.014 -0.377 -4.909 -0.360 0.086 0.160 0.26
H -0.958 -2.102 -4.548 -0.146 0.074 0.156 0.26
H 0.486 -1.243 -5.033 -0.082 0.017 0.599 0.25
H 3.144 -1.897 -2.253 -0.636 0.174 -0.273 0.28
H 2.747 -1.381 -3.891 -0.260 0.032 -0.061 0.25
H 2.021 -2.858 -3.226 0.092 0.154 -0.162 0.24
H -2.780 0.292 -1.726 0.672 -0.271 -0.201 0.53
H 2.071 -0.658 0.577 0.086 0.222 0.810 0.49
C 2.858 3.457 0.415 -2.939 1.192 1.078 -0.09
H 2.859 3.957 1.394 2.027 0.644 -1.199 0.26
H 2.620 3.698 -0.603 1.060 1.607 -0.299 0.22
H 3.258 2.492 0.356 -0.332 -2.037 0.807 0.23
O 0.468 1.704 -0.896 -0.348 1.297 -2.256 -1.20
H 0.531 3.344 0.104 0.598 -1.710 1.169 0.57
H 0.249 1.860 -1.867 0.528 -0.028 1.897 0.47
C -0.497 -3.467 -0.289 -0.320 0.031 -0.247 -0.74
C -1.037 -2.428 0.660 -0.444 1.539 -1.199 0.75
C -1.242 -2.753 2.089 -0.326 0.222 -0.715 -0.74
O -1.396 -1.278 0.231 1.194 -3.873 1.271 -0.67
H -0.789 -4.473 0.022 0.020 0.179 0.058 0.25
H 0.593 -3.466 -0.372 0.046 0.233 0.343 0.27
H -0.885 -3.279 -1.294 -0.016 0.032 0.131 0.24
H -0.402 -2.394 2.663 0.590 0.153 0.161 0.29
H -2.092 -2.169 2.384 -0.547 0.189 0.476 0.27
H -1.387 -3.807 2.250 0.004 -0.331 0.143 0.24
```
Positions in Å, forces in eV/Å.

Net charge ... +1
Frontier orbital gap (alpha / beta) ... 4.793 / 4.794 eV
HOMO level (alpha / beta) ... -9.158 / -9.159 eV
Lowest unoccupied orbital energy (alpha / beta) ... -4.4 / -4.4 eV



Formula: C12H26BN2O2P2Pb
Source: OMol25
Level of theory: ωB97M-V/def2-TZVPD

Geometry as XYZ:
```
46
Properties=species:S:1:pos:R:3:forces:R:3:mulliken_charge:R:1
Pb 0.013 0.059 -0.024 -0.602 -2.205 0.871 1.29
P -2.324 0.447 -0.424 -2.218 0.842 -0.153 0.42
C -2.101 0.823 -2.140 -1.023 1.060 -0.425 -1.20
C -0.898 1.332 -2.638 1.920 0.462 -0.489 1.19
N 0.275 1.096 -1.924 -0.552 0.225 -1.408 -0.23
C 1.488 1.459 -2.317 -0.529 -0.114 -0.011 0.90
C 1.637 2.183 -3.497 0.467 0.284 -0.475 -0.74
C 0.510 2.489 -4.261 0.670 0.179 -0.057 -0.44
C -0.729 2.072 -3.846 -1.589 -0.593 0.337 -0.95
C 2.638 1.075 -1.418 0.830 0.129 0.161 -1.24
P 2.352 -0.424 -0.355 3.455 1.161 -1.247 0.57
H -1.633 2.281 -4.422 0.345 0.031 0.013 0.49
H 2.634 2.499 -3.816 -0.350 -0.118 0.071 0.52
H 0.618 3.051 -5.188 -0.033 -0.124 0.227 0.49
H 3.549 0.888 -2.013 -0.345 0.190 0.136 0.59
H 2.867 1.940 -0.760 -0.037 -0.415 -0.195 0.42
H -2.268 -1.250 -4.034 -0.301 -0.288 -0.479 0.30
H -3.030 1.084 -2.680 0.572 -0.360 0.074 0.54
H -0.680 -3.669 -2.563 0.041 0.172 -0.370 0.32
O -2.057 -2.145 -4.327 0.054 -0.045 0.178 -0.59
H -2.704 -2.415 -5.005 0.307 0.320 0.407 0.33
H -0.300 -1.541 0.487 -0.338 -1.622 -0.628 0.03
O -0.195 -4.071 -1.839 0.181 0.142 0.667 -0.60
H 0.541 -3.497 -1.590 -0.353 -0.223 -0.411 0.23
C 2.785 -1.801 -1.458 -0.468 -0.783 -0.164 -1.32
H 3.833 -1.678 -1.783 -0.316 0.165 0.264 0.45
H 2.708 -2.780 -0.950 0.019 0.449 -0.074 0.43
H 2.160 -1.845 -2.367 0.137 0.166 0.372 0.42
C 3.606 -0.350 0.936 0.307 0.065 0.777 -1.12
H 3.604 -1.257 1.564 -0.115 0.253 -0.342 0.41
H 4.602 -0.269 0.466 -0.398 -0.065 0.022 0.42
H 3.477 0.518 1.605 -0.076 -0.279 -0.355 0.39
C -3.028 1.889 0.386 -0.297 0.560 0.084 -1.16
H -4.006 2.104 -0.067 0.124 -0.040 0.131 0.44
H -3.170 1.720 1.461 0.023 -0.145 -0.231 0.41
H -2.387 2.774 0.262 -0.123 -0.306 -0.066 0.37
C -3.414 -0.976 -0.236 0.129 -0.548 0.207 -1.14
H -3.625 -1.178 0.825 0.109 0.201 -0.225 0.41
H -4.365 -0.761 -0.740 0.183 0.121 0.047 0.45
H -2.987 -1.892 -0.672 0.014 0.331 0.029 0.36
B 0.000 0.000 4.817 -0.436 3.435 -1.403 -0.13
C 0.000 0.000 3.270 0.019 0.127 -0.544 0.28
N 0.004 0.018 2.109 0.178 0.797 3.157 -0.58
H -0.983 0.568 5.257 -0.656 -1.167 -0.113 0.13
H 0.984 0.568 5.257 0.912 -1.226 0.079 0.15
H 0.000 -1.136 5.257 0.158 -1.204 1.552 0.28
```
Positions in Å, forces in eV/Å.

Net charge ... +3
Energy relative to the best compared isomer or geometry (same formula, charge and spin) ... 39.5 kcal per mole
Frontier orbital gap (alpha / beta) ... 4.227 / 6.597 eV
HOMO level (alpha / beta) ... -18.441 / -18.629 eV
Lowest unoccupied orbital energy (alpha / beta) ... -14.2 / -12.0 eV



Formula: C12H26Cl4O3
Source: OMol25
Level of theory: ωB97M-V/def2-TZVPD

Geometry as XYZ:
```
45
Properties=species:S:1:pos:R:3:forces:R:3:nbo_charge:R:1
C 0.440 -0.742 0.434 0.039 -0.123 0.075 -0.66
C 0.235 0.762 0.662 -0.081 0.030 0.101 -0.07
O 0.033 1.541 -0.504 0.004 -0.046 -0.089 -0.53
C -1.177 1.331 -1.216 -0.034 -0.051 -0.102 -0.06
C -2.450 1.532 -0.390 -0.133 0.008 -0.047 -0.46
C -3.049 0.232 0.136 0.168 -0.063 0.031 0.06
C -4.142 0.429 1.198 -0.049 0.044 -0.111 -0.09
O -4.020 -0.436 2.308 -0.102 0.010 0.093 -0.54
C -2.969 -0.097 3.186 0.081 -0.019 0.059 -0.25
O -3.561 -0.464 -0.996 0.091 0.081 -0.091 -0.55
C -3.490 -1.867 -0.873 -0.148 -0.175 0.054 -0.25
H 1.495 -1.009 0.533 -0.127 0.036 -0.066 0.22
H -0.121 -1.331 1.166 0.061 0.054 -0.032 0.20
H 0.123 -1.070 -0.558 -0.033 0.165 0.039 0.22
H 1.131 1.188 1.120 -0.138 -0.060 -0.025 0.20
H -0.591 0.930 1.367 0.041 -0.021 -0.056 0.15
H -1.140 2.051 -2.036 0.029 -0.013 0.107 0.19
H -1.204 0.338 -1.687 0.038 0.039 0.141 0.17
H -3.213 1.997 -1.027 0.062 -0.014 0.090 0.22
H -2.250 2.229 0.430 0.009 -0.059 -0.056 0.21
H -2.264 -0.393 0.585 0.008 0.115 -0.007 0.18
H -4.164 1.474 1.545 0.031 -0.083 -0.033 0.16
H -5.107 0.200 0.738 0.076 0.058 0.037 0.21
H -2.031 -0.599 2.913 -0.060 0.073 -0.003 0.17
H -2.791 0.986 3.200 -0.041 -0.059 0.018 0.17
H -3.257 -0.416 4.190 0.057 -0.014 -0.090 0.19
H -3.955 -2.216 0.059 0.050 0.018 -0.092 0.18
H -4.033 -2.291 -1.718 0.072 0.020 0.063 0.19
H -2.449 -2.220 -0.904 -0.075 0.063 0.037 0.17
Cl 0.220 -1.401 -3.408 -0.070 -0.045 -0.093 -0.06
C 1.784 -2.071 -3.943 0.022 0.043 0.022 -0.38
C 2.707 -2.314 -2.776 -0.027 -0.021 0.024 -0.39
Cl 3.176 -0.797 -1.969 0.075 -0.014 -0.050 -0.05
H 2.213 -1.361 -4.646 0.007 -0.003 0.005 0.22
H 1.579 -3.010 -4.453 -0.012 0.001 0.008 0.22
H 3.618 -2.798 -3.124 0.006 0.019 -0.001 0.22
H 2.230 -2.941 -2.027 0.003 -0.010 -0.003 0.22
Cl 3.765 0.413 1.363 0.104 0.000 0.056 -0.06
C 4.561 1.984 1.642 -0.007 0.034 -0.004 -0.39
C 6.046 1.916 1.392 0.003 0.012 -0.020 -0.39
Cl 6.888 0.919 2.608 0.001 0.000 0.003 -0.06
H 4.345 2.288 2.663 0.003 -0.017 0.004 0.22
H 4.109 2.694 0.950 -0.004 -0.003 -0.006 0.23
H 6.469 2.917 1.452 -0.001 -0.002 0.004 0.22
H 6.260 1.491 0.415 0.000 -0.006 0.006 0.22
```
Positions in Å, forces in eV/Å.

Frontier orbital gap ... 9.885 eV
HOMO level ... -9.169 eV
SMILES string ... CCOCC[C@@H](COC)OC.ClCCCl.ClCCCl
Lowest unoccupied orbital energy ... 0.7 eV



Formula: C12H26N2O7P
Source: OMol25
Level of theory: ωB97M-V/def2-TZVPD

Geometry as XYZ:
```
48
Properties=species:S:1:pos:R:3:forces:R:3:nbo_charge:R:1
C 5.688 -2.994 0.810 0.236 -0.339 -0.557 -0.64
C 4.564 -2.360 -0.201 0.120 0.188 0.441 -0.41
C 3.143 -2.105 0.643 1.084 0.864 -0.920 -0.16
N 2.214 -3.225 0.225 -0.229 0.061 0.502 -0.95
P 0.848 -3.450 1.353 -0.822 -0.982 1.298 1.29
N -0.413 -2.187 1.154 0.976 -2.013 -2.034 -1.13
O 0.050 -4.923 0.762 -0.112 2.993 -1.714 -1.00
C 2.634 -0.599 0.176 -0.661 6.301 -1.217 0.74
O 1.480 -0.335 -0.443 4.775 -2.521 2.757 -0.75
O 3.538 0.576 0.406 -3.610 -6.443 -0.642 -0.87
H 6.349 -3.793 0.234 -1.285 1.654 1.203 0.19
H 6.412 -2.172 1.223 -1.534 -1.562 -0.644 0.22
H 5.153 -3.553 1.691 1.118 1.100 -1.588 0.20
H 4.350 -3.124 -1.061 0.230 1.418 1.613 0.20
H 4.939 -1.342 -0.695 -0.928 -2.253 1.342 0.26
H 3.345 -2.190 1.808 -0.299 0.706 -2.293 0.20
H 2.795 -4.108 0.337 -1.201 1.231 -0.152 0.38
H -1.307 -2.610 1.507 0.993 0.416 -0.397 0.40
H -0.491 -2.069 0.106 -0.151 0.489 1.364 0.38
H -0.502 -4.575 -0.024 1.130 -1.086 1.546 0.46
O 2.430 6.591 -2.412 -0.596 -1.487 0.801 -0.61
C 1.901 5.668 -1.799 0.743 0.234 -1.009 0.80
O 2.342 4.398 -1.955 0.293 1.320 -0.183 -0.50
C 1.931 3.284 -1.141 -0.204 -0.690 0.100 -0.08
C 0.655 2.666 -1.677 -0.270 0.076 -0.021 -0.64
C 0.694 5.911 -0.941 -0.043 0.308 0.771 -0.74
H 1.852 3.571 -0.089 -0.006 0.035 -0.146 0.17
H 2.738 2.545 -1.199 -0.107 0.246 0.083 0.25
H -0.178 3.373 -1.648 -0.024 0.074 0.051 0.17
H 0.379 1.784 -1.092 0.273 0.017 -0.070 0.27
H 0.783 2.369 -2.723 0.092 -0.041 0.171 0.21
H -0.202 5.888 -1.565 0.108 -0.038 0.073 0.24
H 0.790 6.902 -0.483 -0.060 -0.089 -0.330 0.23
H 0.591 5.206 -0.118 -0.104 -0.160 -0.205 0.23
O -3.747 -2.988 1.397 -0.864 1.837 -0.862 -0.58
C -4.414 -2.061 0.947 0.986 -0.938 0.754 0.80
O -3.825 -0.887 0.620 0.266 -0.520 -0.095 -0.50
C -4.473 0.181 -0.096 -0.032 0.141 0.114 -0.07
C -5.232 1.087 0.854 -0.109 -0.023 0.238 -0.64
C -5.906 -2.173 0.839 -0.404 -0.372 -0.548 -0.74
H -5.101 -0.208 -0.902 -0.009 -0.066 0.152 0.17
H -3.675 0.757 -0.578 0.034 -0.355 0.200 0.21
H -6.033 0.549 1.367 -0.007 0.048 -0.119 0.20
H -5.672 1.930 0.313 0.063 -0.078 0.032 0.22
H -4.564 1.475 1.629 -0.022 -0.034 -0.215 0.23
H -6.358 -1.908 1.798 0.054 -0.008 -0.114 0.24
H -6.158 -3.210 0.595 0.125 0.165 0.297 0.25
H -6.337 -1.563 0.047 -0.005 0.177 0.171 0.22
```
Positions in Å, forces in eV/Å.

Net charge ... -1
Frontier orbital gap ... 6.475 eV
HOMO level ... -4.317 eV
Lowest unoccupied orbital energy ... 2.2 eV



Formula: C12H26N2O7S2
Source: OMol25
Level of theory: ωB97M-V/def2-TZVPD

Geometry as XYZ:
```
49
Properties=species:S:1:pos:R:3:forces:R:3:nbo_charge:R:1
N 0.237 5.845 -4.599 -0.439 -0.871 0.407 -0.82
C -0.954 5.094 -4.098 0.332 -1.688 0.383 -0.23
C -0.538 3.515 -4.049 -0.353 2.171 -0.936 -0.11
O -1.528 2.859 -3.206 2.850 -1.061 1.757 -0.52
C -0.935 1.959 -2.293 -1.744 -4.199 0.002 0.98
O -1.352 0.768 -2.327 1.559 4.239 0.280 -0.61
O 0.027 2.347 -1.348 -1.491 0.100 -1.885 -0.53
C 0.830 1.227 -0.892 1.874 -1.930 0.337 0.09
N 1.889 1.683 0.089 -1.283 -0.254 -0.569 -0.86
H 0.942 5.791 -3.840 -0.430 0.094 -0.850 0.36
H 0.595 5.274 -5.391 -0.050 0.786 0.683 0.35
H -1.230 5.350 -3.010 0.386 0.016 -1.848 0.20
H -1.857 5.207 -4.805 1.405 0.002 1.233 0.20
H -0.591 3.148 -5.136 -0.041 -0.001 1.700 0.18
H 0.536 3.423 -3.683 -1.523 -0.014 -0.150 0.19
H 0.246 0.375 -0.414 0.029 1.386 -0.874 0.16
H 1.341 0.783 -1.825 -0.634 0.668 1.580 0.19
H 2.512 0.865 0.290 -0.903 0.922 -0.433 0.40
H 1.419 1.962 0.972 0.481 -0.409 -0.773 0.35
C 2.045 -4.656 0.169 -0.004 -0.065 0.122 -0.41
C 1.066 -3.739 0.906 -0.092 -0.195 -0.050 -0.40
C 1.849 -2.508 1.368 -0.155 -0.191 -0.019 -0.69
S 3.192 -2.306 0.204 -0.219 -0.400 0.197 2.17
O 4.441 -2.525 0.897 -0.053 0.345 -0.272 -0.94
O 2.952 -1.125 -0.599 0.369 0.115 0.109 -0.97
C 2.827 -3.753 -0.774 -0.020 -0.426 -0.309 -0.68
H 1.527 -5.450 -0.373 0.070 0.057 0.031 0.22
H 2.724 -5.125 0.888 -0.015 0.020 -0.093 0.21
H 0.268 -3.433 0.221 0.045 -0.043 0.074 0.21
H 0.595 -4.245 1.750 0.002 0.133 -0.113 0.24
H 1.232 -1.615 1.363 0.439 -0.073 -0.049 0.27
H 2.280 -2.656 2.359 0.061 0.125 -0.130 0.25
H 3.752 -4.202 -1.133 0.025 0.208 0.017 0.25
H 2.210 -3.437 -1.619 0.077 0.048 0.064 0.24
C -2.762 0.407 3.790 0.020 0.175 -0.023 -0.41
C -3.265 0.214 2.358 -0.230 0.062 0.032 -0.40
C -2.149 -0.473 1.569 -0.276 0.270 -0.394 -0.68
S -1.214 -1.432 2.757 -0.591 -0.025 0.189 2.17
O 0.117 -0.874 2.853 -0.367 -0.067 0.218 -0.95
O -1.446 -2.839 2.523 0.464 0.206 0.021 -0.94
C -2.143 -0.925 4.194 -0.195 0.214 0.405 -0.67
H -3.569 0.694 4.468 0.093 -0.025 -0.038 0.23
H -2.004 1.195 3.813 -0.047 -0.069 0.050 0.22
H -4.156 -0.422 2.366 0.084 0.047 0.001 0.21
H -3.545 1.164 1.897 0.034 -0.115 0.006 0.23
H -2.548 -1.138 0.802 0.240 -0.010 0.047 0.26
H -1.473 0.254 1.115 0.024 -0.128 0.055 0.25
H -1.481 -0.848 5.056 0.069 -0.138 -0.131 0.26
H -2.912 -1.678 4.376 0.119 -0.011 -0.061 0.24
```
Positions in Å, forces in eV/Å.

Frontier orbital gap ... 9.767 eV
HOMO level ... -9.381 eV
SMILES string ... O=S1(=O)CCCC1.O=S1(=O)CCCC1.NCCOC(=O)OCN
Lowest unoccupied orbital energy ... 0.4 eV



What are the calculated total energy values for these records? In order: -1096.2070; -1460.5723; -1631.9369; -2539.2567; -1450.3628; -1905.3258 hartree.